17
Properties=species:S:1:pos:R:3:forces:R:3:nbo_charge:R:1 method="wB97M-V/def2-TZVPD" de_lowest_ev=0.593 spin_multiplicity=1 lumo_energy_ev=3.0 charge=-1 orbital_gap_ev=5.317
C -2.452 -2.643 -0.890 -0.1 0.4 0.0 -0.741
S -0.821 -3.040 -1.564 0.0 -0.3 0.0 0.117
C 0.210 -1.738 -0.808 -0.4 -0.1 -0.4 -0.717
H -3.129 -2.209 -1.628 0.3 0.1 -0.1 0.204
H -2.969 -3.504 -0.487 0.2 -0.4 0.2 0.207
H -2.278 -1.918 -0.097 -0.3 0.0 0.1 0.233
H 0.906 -2.152 -0.090 0.0 0.0 0.1 0.219
H -0.451 -1.023 -0.327 0.3 0.2 0.1 0.252
H 0.735 -1.253 -1.624 0.1 0.2 0.2 0.218
C 2.025 3.388 0.305 0.6 1.0 0.8 -0.614
C 0.791 3.331 1.201 -0.8 -1.0 -1.2 -0.522
S 0.499 1.585 1.684 -0.1 0.1 0.3 -0.751
H 2.845 2.830 0.754 0.0 0.0 0.1 0.200
H 1.839 2.960 -0.669 -0.2 -0.2 -0.2 0.195
H 2.367 4.430 0.173 0.0 -0.1 -0.2 0.160
H 0.730 4.048 2.021 0.6 -0.1 0.2 0.171
H -0.047 3.595 0.544 -0.1 0.2 0.1 0.168